# 1
The following is a quantum chemistry calculation of C33H46IrN6 as an isolated structure, from the OMol25 dataset.

Energy relative to the best compared isomer or geometry (same formula, charge and spin)   0.0 kJ/mol
2S+1   5
LUMO energy (spin up / spin down)   2.43 / 0.94 eV
Largest force on an atom   0.0524 Eh/bohr
Frontier orbital gap (spin up / spin down)   2.590 / 5.554 eV
Net charge   -1

CARTESIAN COORDINATES (ANGSTROEM)
Ir 1.1218 0.1604 0.2106
N 1.2076 -2.7151 2.6702
N 0.8442 -2.1600 -0.9231
C 1.7312 2.1763 -0.2372
C 2.8692 1.3492 0.0887
C 2.6970 0.9107 1.4599
C 3.5434 -0.0418 2.2342
H 4.3768 -0.3844 1.6187
H 2.9434 -0.9072 2.5578
H 3.9331 0.4586 3.1264
C 1.5213 1.5450 1.9851
C 1.1167 1.5471 3.4266
H 1.6723 2.3326 3.9658
H 1.3500 0.5933 3.9065
H 0.0516 1.7670 3.5377
C 0.8852 2.2521 0.9271
C -0.3550 3.0792 1.0545
H -1.0773 2.5878 1.7140
H -0.8161 3.2447 0.0789
H -0.1094 4.0598 1.4822
C 4.0054 0.9977 -0.8110
H 4.8752 1.6396 -0.6298
H 3.7022 1.1232 -1.8529
H 4.3048 -0.0389 -0.6385
C 1.4820 2.8980 -1.5230
H 0.4063 3.0496 -1.6575
H 1.8653 2.3189 -2.3655
H 1.9666 3.8815 -1.5198
C 0.6803 -3.4932 3.6160
H 1.1739 -3.4868 4.5912
C -0.4626 -4.2797 3.4277
H -0.8040 -4.9195 4.2408
C -1.1015 -4.2339 2.1890
H -2.0165 -4.7892 2.0023
C -0.5352 -3.4482 1.1853
H -0.9489 -3.3524 0.1882
C 0.6365 -2.7320 1.4629
C 1.3958 -2.0298 0.4097
H 2.4799 -2.2531 0.4583
C 0.6542 -0.8701 -1.3301
C 1.1767 -2.9332 -2.0414
H 1.4103 -3.9729 -1.9285
C 0.9943 -2.1653 -3.1287
H 1.1011 -2.3880 -4.1753
N 0.6525 -0.8654 -2.6999
C 0.4582 0.2625 -3.5579
C 1.4647 0.5576 -4.4986
C 1.2388 1.6269 -5.3657
H 1.9959 1.8697 -6.1113
C 0.0608 2.3668 -5.3119
C -0.1689 3.4718 -6.2968
H -0.7158 4.2981 -5.8293
H -0.7591 3.1094 -7.1508
H 0.7916 3.8382 -6.6739
C -0.9257 2.0325 -4.3804
H -1.8636 2.5945 -4.3730
C -0.7574 0.9717 -3.4898
C -1.8600 0.5983 -2.5354
H -2.0432 -0.4856 -2.5018
H -2.7929 1.0851 -2.8630
H -1.6615 0.9427 -1.5065
C 2.7382 -0.2280 -4.5703
H 2.6009 -1.1744 -5.1168
H 3.1684 -0.4590 -3.5840
H 3.4784 0.3576 -5.1344
C -4.1566 -0.3923 0.6583
N -3.5934 -0.1451 1.9640
C -4.3920 0.5811 2.9247
C -2.2995 -0.5465 2.3035
N -1.2820 -0.3891 1.5099
N -2.1732 -1.1324 3.5382
C -3.1194 -2.1534 3.9425
C -1.0992 -0.7405 4.4208
H -5.0427 -1.0416 0.7590
H -3.4129 -0.9060 0.0417
H -4.4643 0.5416 0.1594
H -5.2540 -0.0128 3.2463
H -3.7615 0.8145 3.7907
H -4.7549 1.5192 2.4859
H -1.6473 -0.0039 0.6350
H -2.6122 -2.9401 4.5165
H -3.9290 -1.7225 4.5440
H -3.5559 -2.5997 3.0463
H -0.1086 -1.0388 4.0384
H -1.1347 0.3501 4.5581
H -1.2560 -1.1902 5.4139

Force components x, y, z for each atom (eV/Å):
Ir -2.11 -1.21 1.15
N 1.70 1.02 1.45
N 0.68 0.23 -1.99
C 0.67 0.15 -0.42
C 0.57 0.78 0.53
C 0.15 0.63 0.07
C 0.05 0.02 0.20
H 0.02 -0.07 0.15
H 0.22 0.14 -0.06
H 0.18 -0.10 -0.03
C 0.34 0.28 0.15
C 0.06 0.04 -0.08
H -0.08 -0.13 -0.16
H -0.13 0.11 -0.09
H 0.18 -0.13 -0.01
C 0.26 0.48 0.62
C 0.05 -0.05 0.07
H 0.04 0.07 -0.13
H -0.04 -0.03 0.12
H -0.08 -0.06 -0.04
C 0.08 0.11 0.00
H -0.03 -0.03 -0.03
H 0.10 -0.13 0.03
H 0.03 0.07 -0.16
C 0.02 -0.04 0.10
H 0.20 -0.06 -0.24
H -0.16 0.13 -0.08
H -0.03 -0.06 0.01
C -1.42 -1.27 0.43
H -0.04 -0.03 -0.14
C 1.73 0.60 1.44
H 0.00 0.12 -0.12
C -1.43 -0.39 -1.08
H 0.10 0.00 0.01
C 1.30 0.87 -0.10
H -0.16 -0.20 0.06
C -1.34 -0.78 -1.88
C 0.08 -0.08 0.68
H -0.48 0.05 -0.09
C -0.72 -0.99 -2.34
C -0.31 -0.33 1.36
H 0.15 -0.17 -0.12
C -0.31 0.99 -0.05
H -0.18 -0.07 0.05
N 0.31 -0.67 0.54
C -1.33 -0.72 1.40
C 1.12 0.75 -1.01
C -0.36 -0.33 0.46
H -0.03 0.03 0.10
C 1.49 0.51 -1.23
C 0.02 -0.24 0.09
H 0.03 0.09 -0.13
H -0.06 0.23 -0.07
H -0.17 0.09 -0.06
C -1.37 -0.71 1.47
H 0.16 -0.17 0.07
C 0.30 0.46 -0.70
C -0.40 0.24 0.07
H 0.15 0.21 0.03
H 0.27 -0.16 0.09
H 0.07 -0.19 -0.24
C 0.22 0.29 -0.28
H 0.22 -0.09 0.13
H -0.10 -0.05 -0.21
H -0.09 -0.19 0.15
C -0.01 0.07 0.15
N -0.11 -0.31 0.03
C 0.25 -0.34 -0.08
C 0.94 -0.05 -0.82
N -1.15 -0.14 0.32
N -0.12 0.25 0.33
C -0.15 0.33 -0.04
C 0.27 -0.05 0.15
H 0.11 0.13 -0.16
H -0.22 0.09 0.03
H 0.11 -0.21 0.03
H -0.13 0.11 0.15
H -0.28 -0.05 -0.13
H 0.02 -0.06 0.04
H 0.31 0.43 0.26
H -0.05 0.25 -0.26
H -0.12 -0.13 0.17
H 0.07 -0.10 0.18
H -0.32 0.08 0.12
H 0.16 -0.20 0.02
H 0.04 0.00 -0.41

# 2
The following is a quantum chemistry calculation of an isolated molecule of C5H6O, from the OMol25 dataset.

Energy relative to the best compared isomer or geometry (same formula, charge and spin)   179.4 kJ/mol
LUMO energy   0.62 eV
Largest force on an atom   0.0626 Eh/bohr
Frontier orbital gap   10.293 eV
SMILES string   O=C1CC=CC1

CARTESIAN COORDINATES (ANGSTROEM)
O -1.8622 -1.3602 0.7108
C -0.9365 -0.6812 0.3651
C 0.4587 -1.0877 -0.0747
C 1.2828 0.0801 0.2416
C 0.4889 1.1806 0.2786
C -0.8918 0.7857 -0.0136
H 0.0580 -0.8744 -1.2600
H 0.8038 -2.1062 0.1153
H 2.3671 0.0611 0.2739
H 0.8209 2.2099 0.3592
H -1.7352 1.4308 0.2502
H -0.8546 0.3615 -1.2464

Force components x, y, z for each atom (eV/Å):
O 0.31 0.23 0.10
C -0.39 -0.33 0.32
C -0.89 -0.26 -2.09
C -0.07 0.86 -0.09
C 0.80 -0.33 -0.15
C -0.51 -0.72 -2.17
H 1.61 -1.38 1.99
H -0.13 0.29 -0.20
H -0.20 0.06 0.15
H -0.03 -0.19 0.10
H 0.24 -0.26 -0.34
H -0.75 2.03 2.38

# 3
The following is a quantum chemistry calculation of C6H19NO4Rb as an isolated structure, from the OMol25 dataset.

Energy relative to the best compared isomer or geometry (same formula, charge and spin)   31.3 kJ/mol
LUMO energy   -3.03 eV
Largest force on an atom   0.0246 Eh/bohr
Frontier orbital gap   8.861 eV
Net charge   +1

CARTESIAN COORDINATES (ANGSTROEM)
Rb -2.4043 -0.0187 -0.7352
C 3.6882 1.3059 -0.0357
O 3.0614 1.7690 1.1273
C 1.9043 2.5507 0.9102
C 0.7428 1.8875 0.1821
N 0.0203 0.7973 0.8903
C 0.8958 -0.3906 1.0692
C 0.1402 -1.6030 1.5999
O -0.6703 -2.0476 0.5267
C -1.4057 -3.2420 0.6839
H 3.2870 0.4125 -0.5386
H 4.7219 1.0766 0.2216
H 3.6794 2.0652 -0.8335
H 2.1374 3.4252 0.2916
H 1.5868 2.7599 1.9308
H 0.9667 1.4938 -0.8140
H -0.0153 2.6591 0.0084
H -0.1911 1.1403 1.8258
H 1.7500 -0.1898 1.7211
H 1.3010 -0.6475 0.0912
H -0.5027 -1.4500 2.4733
H 0.9381 -2.3332 1.7951
H -0.8166 -4.1623 0.7015
H -2.1033 -3.2747 -0.1515
H -1.9607 -3.1674 1.6294
O -2.5214 1.9575 -2.9311
H -3.2309 2.6129 -2.9512
H -2.3881 1.7132 -3.8563
O -3.8882 -2.1339 -2.2368
H -4.7510 -1.9013 -2.6040
H -3.9715 -3.0642 -1.9912

Force components x, y, z for each atom (eV/Å):
Rb 0.12 -0.08 -0.04
C 0.67 0.20 -0.95
O -0.33 -0.41 -0.20
C -0.02 -0.72 -0.33
C -1.13 -0.55 0.13
N 0.80 -0.13 0.18
C -0.58 0.32 0.54
C 0.62 -0.25 -0.88
O -0.12 0.05 -0.89
C -0.26 0.38 0.79
H -0.41 -0.05 0.61
H -0.03 0.08 -0.01
H 0.16 0.14 0.25
H 0.20 0.32 0.46
H -0.14 0.67 -0.13
H 0.45 0.13 0.07
H 0.20 0.20 0.01
H -0.09 0.01 -0.06
H -0.06 0.08 0.03
H -0.04 -0.15 -0.03
H 0.34 0.21 0.18
H -0.40 -0.21 0.35
H 0.26 0.18 -0.07
H -0.03 -0.16 0.02
H -0.15 -0.31 -0.13
O -0.21 -0.09 -0.05
H 0.16 -0.02 -0.04
H 0.03 0.09 0.12
O -0.15 0.04 0.17
H 0.13 -0.09 -0.02
H 0.02 0.10 -0.11

# 4
The following is a quantum chemistry calculation of C12H17NO2 as an isolated structure, from the OMol25 dataset.

Energy relative to the best compared isomer or geometry (same formula, charge and spin)   1119.0 kJ/mol
LUMO energy   0.46 eV
Largest force on an atom   0.1786 Eh/bohr
Frontier orbital gap   8.545 eV

CARTESIAN COORDINATES (ANGSTROEM)
C -2.3144 -0.8648 -2.3041
C -0.7203 0.0187 -1.0030
C 0.1866 -0.4173 -1.8609
C 1.5362 -0.4274 -1.2063
C 2.7691 -0.9941 -1.8648
C 3.9565 -0.6635 -0.8218
C 1.9119 0.0524 0.0412
C 0.8780 0.7572 0.6933
C -0.5094 0.6901 0.1617
C -1.7002 1.4000 0.8476
C -2.2231 0.7215 2.1875
C -2.7047 -0.6943 2.2484
H -2.8503 -1.9322 -1.5393
H -3.3447 -0.3149 -2.9573
H -1.3622 -1.4652 -3.3369
H -0.0612 -1.0809 -2.5417
H 3.0618 -0.4447 -2.8908
H 2.8653 -2.2666 -2.0170
H 5.0045 0.0850 -0.7574
H 4.2174 -1.7513 0.0039
H 0.9231 1.3361 1.7134
H -2.5293 1.1630 0.0928
H -1.5060 2.5859 1.1483
H -3.0017 1.6178 2.6375
H -3.5472 -0.9692 1.5709
H -3.3764 -0.7586 3.3483
H -1.9592 -1.4983 1.8197
H -1.4000 0.0123 4.1496
H -0.7784 1.4835 3.5534
N -0.9979 0.5540 3.1821
O -2.0068 0.1456 -1.4431
O 3.2859 0.2104 0.3200

Force components x, y, z for each atom (eV/Å):
C -5.16 -2.99 -2.79
C -1.99 2.38 0.42
C 7.18 0.79 5.67
C -0.43 -1.52 -2.09
C 3.49 -1.36 -1.86
C 1.41 -0.13 5.90
C -0.78 2.71 -0.21
C -3.02 0.54 1.54
C 3.49 1.41 3.49
C -0.33 -0.01 0.49
C 1.49 2.56 2.36
C -3.41 -1.71 -0.06
H 1.87 3.01 -2.62
H 3.25 -2.30 1.67
H -3.34 2.08 3.11
H -0.14 -2.30 -3.53
H -0.92 -1.46 2.06
H -0.68 3.85 0.19
H -2.95 -2.74 -1.63
H -0.48 3.15 -3.17
H 0.50 -1.31 -2.27
H 0.80 1.57 1.39
H -0.49 -3.17 -1.29
H 1.68 -2.94 -1.12
H 0.18 0.89 0.06
H 2.76 -0.62 -2.87
H -0.82 1.58 2.06
H 1.29 1.92 -3.58
H 0.09 -0.15 -0.13
N -2.57 -0.43 2.46
O 0.07 -1.33 -1.44
O -2.04 -1.96 -2.24

# 5
The following is a quantum chemistry calculation of an isolated molecule of C6H10O, from the OMol25 dataset.

Energy relative to the best compared isomer or geometry (same formula, charge and spin)   267.7 kJ/mol
LUMO energy   0.79 eV
Largest force on an atom   0.0057 Eh/bohr
Frontier orbital gap   9.116 eV

CARTESIAN COORDINATES (ANGSTROEM)
C -1.1011 -0.1831 2.1763
C -0.4720 -0.1631 0.8022
C -0.0364 0.9600 0.2184
C 0.4761 1.1520 -1.1841
C 0.5599 -0.1060 -2.0468
C -0.4978 -1.5258 0.2151
O 0.6637 -2.1218 0.3506
H -0.5086 -0.7894 2.8723
H -2.0985 -0.6335 2.1266
H -1.1894 0.8261 2.5883
H -0.1393 1.8832 0.7907
H 1.4523 1.6578 -1.1493
H -0.1863 1.8784 -1.6747
H 0.6404 0.1510 -3.1065
H 1.4240 -0.7258 -1.7856
H -0.3338 -0.7358 -1.9243
H 1.3468 -1.5241 0.7309

Force components x, y, z for each atom (eV/Å):
C -0.07 0.00 0.15
C 0.01 0.09 -0.13
C -0.02 -0.06 0.05
C 0.02 0.03 -0.11
C -0.03 -0.12 0.00
C 0.22 0.03 0.19
O -0.09 0.14 0.01
H -0.09 0.06 -0.08
H 0.13 0.07 0.02
H 0.05 -0.13 -0.11
H 0.01 -0.13 -0.03
H -0.14 -0.11 0.03
H 0.02 -0.10 0.08
H 0.03 0.00 0.13
H -0.11 0.10 -0.05
H 0.17 0.19 -0.10
H -0.09 -0.07 -0.04

# 6
The following is a quantum chemistry calculation of C17H14BrMoNO3S as an isolated structure, from the OMol25 dataset.

Energy relative to the best compared isomer or geometry (same formula, charge and spin)   58.8 kJ/mol
2S+1   3
LUMO energy (spin up / spin down)   -1.29 / -1.29 eV
Largest force on an atom   0.0718 Eh/bohr
Frontier orbital gap (spin up / spin down)   6.105 / 7.505 eV

CARTESIAN COORDINATES (ANGSTROEM)
C 0.5645 3.8376 -0.6108
C 1.2474 3.3346 0.5468
C 1.9396 2.1252 0.1498
H 1.2811 3.7988 1.5197
C 1.6828 1.9159 -1.2534
C 0.8507 2.9814 -1.7165
H 0.5798 3.1384 -2.7548
H 0.0559 4.7869 -0.6508
H 2.6007 1.5341 0.7691
H 2.1527 1.1700 -1.8869
Mo -0.2791 1.8277 0.1312
Br -0.1068 1.0822 2.5310
C -2.5363 0.8671 -0.1769
C -2.2484 1.4235 -1.4594
C -2.0803 2.8359 -1.2973
H -2.2577 0.8750 -2.3975
C -2.2339 3.1536 0.0848
C -2.5728 1.9458 0.7840
H -2.8623 1.8737 1.8264
H -2.7540 -0.1769 0.0097
H -1.9734 3.5413 -2.1129
H -2.2363 4.1392 0.5232
O -1.5357 -4.0176 -1.6791
S -1.5004 -3.3319 -0.4297
O -2.5080 -3.6033 0.5495
N -1.2244 -1.7076 -0.5639
C 0.0142 -1.3751 -0.2733
O 0.6652 -0.3112 -0.5141
C 0.7930 -2.4637 0.3568
C 2.0889 -2.3569 0.9065
C 2.7016 -3.5027 1.4077
C 1.9986 -4.7080 1.3449
C 0.7031 -4.8159 0.8006
C 0.1172 -3.6434 0.3027
H 2.5477 -1.3816 0.9182
H 3.6943 -3.4497 1.8282
H 2.4748 -5.5857 1.7317
H 0.1559 -5.7568 0.7547

Force components x, y, z for each atom (eV/Å):
C 1.03 -0.31 0.66
C 1.01 0.03 -0.76
C 0.09 0.75 -0.70
H -0.05 -0.06 -0.03
C 0.68 1.26 0.35
C 0.86 -0.78 0.82
H -0.30 -0.15 0.30
H -0.31 -0.17 0.02
H -0.29 0.00 -0.06
H -0.48 -0.05 0.36
Mo -3.01 0.82 -1.97
Br 0.31 -0.07 -0.06
C -0.39 0.63 0.04
C 0.09 -0.04 1.25
C 0.07 -0.68 0.39
H 0.32 0.08 0.30
C -0.55 -0.74 0.21
C 0.42 -0.16 -1.05
H 0.27 -0.03 -0.26
H 0.17 0.26 0.01
H 0.28 -0.08 0.22
H 0.10 0.00 -0.05
O -0.42 0.16 -0.75
S 2.03 0.41 1.56
O -0.53 0.14 -0.09
N -0.41 0.14 -0.95
C 0.59 -0.72 -0.14
O -1.49 0.31 0.15
C 1.38 0.04 0.47
C -0.86 -0.32 -0.35
C -0.91 0.44 -0.46
C -0.69 -0.12 -0.30
C 0.20 0.63 -0.05
C 0.17 -1.30 0.56
H 0.19 0.06 0.03
H 0.04 -0.10 0.07
H 0.11 -0.44 0.14
H 0.31 0.15 0.10

# 7
The following is a quantum chemistry calculation of a 2-piece molecular cluster, C4H8N2O overall, from the OMol25 dataset.

Energy relative to the best compared isomer or geometry (same formula, charge and spin)   127.1 kJ/mol
LUMO energy   0.74 eV
Largest force on an atom   0.0399 Eh/bohr
Frontier orbital gap   8.995 eV
SMILES string   Cc1cnc[nH]1.O

CARTESIAN COORDINATES (ANGSTROEM)
C -0.4097 -1.3805 0.4114
C 0.3853 -0.3440 -0.2700
C 1.1945 0.6186 0.2995
N 1.9009 1.3223 -0.6618
C 1.4866 0.8330 -1.8076
N 0.7073 -0.2622 -1.5957
H -0.9528 -0.9828 1.2562
H 0.1721 -2.2492 0.7510
H -1.1827 -1.8706 -0.1913
H 1.5013 0.6487 1.3335
H 1.7692 1.0046 -2.8339
H 0.1282 -0.6899 -2.3043
H -2.0172 1.8239 1.6105
H -2.4692 0.6500 2.4648
O -2.2140 0.8782 1.5374

Force components x, y, z for each atom (eV/Å):
C -0.62 -1.45 -0.11
C 1.62 0.65 0.81
C 0.38 -0.55 -0.38
N -0.50 0.22 -0.37
C 0.53 -1.04 0.53
N -1.96 -0.16 -0.60
H 0.17 0.25 0.15
H 0.29 0.39 0.04
H 0.04 0.43 -0.36
H -0.39 0.45 0.10
H 0.33 0.66 0.18
H 0.23 0.01 -0.07
H 0.04 -0.24 -0.23
H 0.23 0.16 -1.14
O -0.40 0.20 1.45